(1)
ORCA calculation (the ωB97M-V functional and the def2-TZVPD basis) on a 8-piece molecular cluster, C61H67ClN3O19P2S overall in a non-equilibrium geometry.

Last column: Mulliken charge in e.
CARTESIAN COORDINATES (ANGSTROEM)
H1 -0.915 4.145 -7.537  0.45
O1 -1.400 -5.774 -3.481  -0.51
H2 2.902 0.620 -1.188  0.45
H3 2.318 3.232 4.564  0.13
H4 -1.406 2.716 -1.443  0.40
C1 -0.910 2.244 1.819  -1.10
H5 2.145 -7.958 4.120  0.45
H6 6.831 7.387 0.893  0.43
H7 -0.892 11.452 -6.827  0.44
H8 -2.019 0.843 -0.051  0.25
C2 0.306 9.120 -9.770  -0.40
O2 -4.804 -6.967 5.498  -0.56
H9 -1.964 9.225 -7.110  0.44
C3 8.535 8.078 -0.157  -0.38
C4 -2.608 -7.445 3.435  -0.34
O3 -3.639 -1.987 1.780  -0.44
H10 -1.518 2.648 1.013  0.45
O4 -1.280 7.566 -8.998  -0.50
O5 -0.611 -10.201 2.428  -0.59
C5 1.687 1.447 -3.207  -1.13
C6 -2.153 5.786 -7.030  -0.43
H11 -5.714 -7.920 3.265  0.40
C7 -0.851 -2.697 -2.139  -0.84
H12 5.431 -0.271 0.753  0.49
N1 0.911 0.552 1.373  0.23
C8 -0.941 4.439 -5.373  0.59
H13 -2.938 -6.882 4.295  0.70
C9 1.959 -4.689 2.887  -0.19
C10 -2.709 6.626 -5.941  0.39
H14 4.564 3.214 -0.475  0.48
H15 1.453 2.096 -4.045  0.36
O6 -8.900 -2.239 2.359  -0.53
H16 1.183 -3.972 2.643  0.38
H17 0.743 3.568 1.260  -0.04
C11 0.938 4.840 5.103  -0.39
C12 -1.803 -8.500 3.536  -0.59
C13 9.333 6.585 -2.049  -0.40
H18 0.573 4.878 6.121  0.36
C14 -1.842 -8.777 1.013  -0.45
C15 -7.040 -0.982 1.657  -0.46
H19 3.618 -3.473 2.371  0.47
H20 0.219 3.030 -0.704  -0.09
N2 0.539 -0.099 -0.972  0.63
H21 6.238 -0.416 2.844  0.40
H22 3.983 -0.998 1.368  0.26
C16 -1.526 -1.461 -1.503  -1.28
H23 0.185 -2.445 -2.362  0.26
H24 -2.191 -0.521 0.990  -0.17
C17 -2.339 -4.541 -1.170  0.26
H25 4.694 -0.525 3.649  0.31
H26 6.566 1.642 1.235  0.33
C18 -1.178 9.576 -7.765  -0.13
O7 6.475 5.204 -0.462  -0.50
H27 -3.020 -7.348 -0.030  0.67
C19 -7.561 -9.977 5.344  0.31
H28 -5.791 -8.075 7.626  0.43
H29 0.590 8.435 -10.559  0.42
H30 6.456 3.401 0.863  0.25
C20 -1.498 5.279 -4.284  0.03
H31 5.031 1.624 -1.032  0.36
C21 8.346 5.732 -1.790  -0.28
C22 -1.333 4.771 -6.759  -0.39
H32 -1.890 -0.760 -2.247  0.78
S1 -2.721 -5.576 -2.605  1.20
C23 -2.318 6.292 -4.547  -0.78
C24 -5.501 -3.251 2.493  -0.27
H33 7.038 2.277 -0.310  0.29
H34 -4.849 -4.066 2.782  0.43
H35 -1.265 -4.961 -3.992  0.38
H36 10.050 6.420 -2.843  0.41
H37 -2.735 6.918 -3.768  0.44
H38 -7.695 -0.170 1.367  0.43
C25 5.237 0.013 2.878  -1.40
H39 1.070 2.588 2.682  0.43
O8 -3.802 -6.001 1.999  -0.56
C26 -0.331 2.701 -1.586  -0.57
C27 3.253 -4.423 2.743  0.00
C28 -2.649 -7.724 0.915  -0.56
C29 -1.441 0.096 0.493  -0.21
H40 -1.432 -8.855 4.489  0.48
H41 -1.548 2.277 2.697  0.51
H42 0.922 5.800 4.593  0.29
C30 7.549 7.223 0.100  -0.31
C31 1.316 0.394 0.031  -0.71
H43 -1.204 5.027 -3.274  0.30
H44 -0.215 -4.658 -1.613  0.74
C32 4.284 -5.436 3.091  0.16
O9 -8.378 -10.868 5.297  -0.53
H45 -0.809 0.261 2.506  0.77
O10 0.987 12.316 -8.392  -0.53
C33 -0.661 -0.822 -0.433  0.58
O11 5.463 -5.195 2.962  -0.55
H46 8.203 4.822 -2.358  0.40
C34 -3.084 -6.978 2.115  0.57
H47 2.765 4.126 6.030  0.35
C35 0.879 10.311 -9.621  -0.40
H48 -7.320 -4.180 3.052  0.49
C36 0.294 3.130 2.149  -0.39
O12 0.299 -6.196 3.513  -0.41
H49 -1.420 -2.930 -3.041  0.57
H50 -0.097 3.414 -2.375  0.30
H51 -7.392 -9.759 3.169  0.44
H52 -2.388 -5.183 -0.295  -0.35
O13 10.405 8.603 -1.486  -0.52
O14 -3.099 -6.867 -2.153  -0.67
C37 6.314 2.396 0.495  -1.13
H53 -3.133 -3.806 -1.093  0.35
C38 -0.605 10.767 -7.614  -0.48
C39 -0.561 0.752 1.575  -0.19
Cl1 1.349 -0.929 2.198  -0.09
C40 -6.121 -8.382 4.156  -0.19
H54 -0.267 -1.633 0.180  -0.12
C41 -6.823 -3.312 2.637  -0.42
C42 2.511 -7.009 3.748  -0.45
C43 7.379 5.986 -0.697  0.42
H55 -7.470 -9.913 7.533  0.41
C44 1.489 -5.995 3.399  0.15
C45 2.371 4.216 5.025  -0.86
H56 4.576 -7.471 3.851  0.42
H57 -5.223 -0.054 1.094  0.44
C46 -1.353 -9.246 2.336  0.24
C47 0.468 11.230 -8.530  0.29
O15 -0.135 4.212 3.008  -0.48
H58 -1.505 -9.332 0.147  0.52
O16 -3.454 7.553 -6.171  -0.57
N3 2.548 0.735 -0.246  -0.03
C48 -5.625 -7.861 5.454  0.47
H59 2.240 0.555 -3.494  0.42
C49 -6.166 -8.472 6.691  -0.40
C50 4.915 2.244 -0.133  -0.53
C51 -4.848 -2.050 1.918  0.36
H60 2.999 4.826 4.383  0.27
H61 5.390 1.057 3.141  0.40
C52 4.624 -0.128 1.476  -0.30
C53 -7.017 -9.363 4.105  -0.43
C54 -7.697 -2.185 2.231  0.24
H62 8.677 8.988 0.411  0.40
C55 -0.764 8.659 -8.854  0.45
C56 0.016 3.916 4.331  0.62
O17 -3.649 -4.853 -3.409  -0.65
P1 0.159 1.071 -2.267  0.08
C57 3.809 -6.748 3.604  -0.43
O18 -0.191 3.505 -5.145  -0.47
C58 -7.063 -9.453 6.641  -0.38
C59 -5.720 -0.921 1.511  -0.35
H63 -2.409 -1.836 -0.981  0.24
C60 -0.934 -3.935 -1.231  -1.08
P2 3.702 1.403 0.964  0.07
H64 2.364 2.030 -2.563  0.22
C61 9.507 7.827 -1.253  0.31
O19 -0.499 2.974 4.856  -0.53
H65 -0.619 -3.727 -0.206  0.30
H66 -2.448 6.036 -8.033  0.44
H67 1.662 10.665 -10.278  0.40

Its net charge is +1. The electronic energy is -149636.6073 eV. Its spin multiplicity is 1.



(2)
ORCA calculation (the ωB97M-V functional and the def2-TZVPD basis) on C61H71MnN5OTe as an isolated structure.

Last column: Mulliken charge in e.
CARTESIAN COORDINATES (ANGSTROEM)
H1 -3.198 -6.438 -2.585  0.35
H2 -3.862 5.089 4.559  0.36
H3 -0.304 -5.175 -5.450  0.29
C1 2.074 -4.805 -0.731  -0.90
C2 -2.488 6.204 3.326  -1.22
H4 -7.071 -0.204 -1.662  0.40
Mn1 -0.340 1.264 0.863  -0.95
H5 -6.152 1.151 -0.980  0.21
O1 2.580 0.147 1.936  -0.50
H6 -3.091 -3.693 -0.594  -0.11
C3 4.151 -1.336 -2.112  -0.94
H7 0.452 -2.198 -4.219  0.18
H8 1.295 -3.572 -4.954  0.42
C4 3.059 2.172 3.101  0.53
H9 -3.412 -5.440 -0.538  0.43
H10 -0.250 4.048 4.378  0.28
H11 2.188 -0.529 -1.799  0.12
C5 1.725 -5.291 1.691  -1.09
H12 -0.381 -3.978 3.962  0.30
H13 -2.668 1.437 -4.683  0.23
H14 3.751 5.123 4.117  0.32
H15 3.961 4.334 -3.824  0.30
C6 5.270 -2.143 -0.150  -0.84
C7 -0.280 -4.120 -3.582  1.48
N1 -1.746 2.128 2.028  -0.54
H16 2.763 2.561 -4.629  0.43
H17 4.350 0.909 5.276  0.31
H18 -5.939 0.708 -2.672  0.19
C8 4.619 3.638 -3.302  -1.69
C9 2.161 2.869 3.808  0.60
H19 -3.317 0.149 -5.714  0.43
C10 -3.779 3.025 2.627  1.09
C11 3.064 -1.176 0.037  0.81
H20 0.987 -5.570 5.016  0.37
C12 1.555 -5.870 4.135  -1.81
H21 4.094 4.202 -1.298  0.37
H22 1.407 -6.941 3.982  0.35
H23 -0.488 1.013 -3.600  0.48
C13 -5.923 4.341 3.275  -1.67
C14 -0.446 1.147 -2.526  -0.48
C15 -1.546 3.103 2.954  -0.19
H24 1.341 1.531 -4.635  0.27
C16 4.511 1.945 3.370  -1.50
C17 -6.107 0.309 -1.671  -1.13
H25 -4.984 -1.503 -1.975  0.43
H26 4.795 2.601 -1.442  0.28
H27 3.929 2.503 0.661  0.37
C18 -1.916 -4.836 -1.966  0.87
C19 -3.108 2.037 1.835  -1.50
C20 3.052 -0.988 -1.344  0.24
H28 -2.034 -2.696 2.972  0.59
C21 -1.540 0.679 -1.776  -0.42
H29 -3.508 -1.348 -3.711  0.60
C22 1.979 -0.562 0.865  -0.37
H30 4.946 2.833 3.837  0.46
N2 -1.714 0.929 -0.447  0.40
H31 4.139 -0.117 3.852  0.18
H32 -5.735 2.248 2.878  0.36
C23 -2.370 -5.793 -2.867  -0.97
H33 0.806 3.678 -5.762  0.41
H34 -2.171 4.872 4.979  0.41
H35 -2.100 -2.416 1.218  -0.10
H36 -5.539 5.301 2.927  0.28
H37 5.763 0.429 4.318  0.42
H38 4.188 -1.935 1.692  0.48
C24 -2.823 -0.496 -3.700  -0.76
C25 1.787 2.341 -2.731  0.67
C26 2.362 1.562 1.911  1.43
H39 -0.100 3.557 -4.241  0.32
H40 -1.846 -0.871 -4.018  -0.34
C27 -2.798 3.716 3.301  0.51
H41 4.140 -1.148 -3.180  0.50
H42 2.615 -5.708 4.341  0.34
H43 -5.764 4.272 4.352  0.34
C28 -0.841 -3.998 -2.303  -0.65
H44 -3.274 -6.672 -5.501  0.28
C29 -1.445 -2.439 2.090  -1.69
C30 0.101 -4.152 3.005  -1.06
H45 6.135 -2.597 0.318  0.41
C31 0.317 -3.621 0.663  -0.03
H46 2.521 -3.871 -1.082  -0.15
C32 1.760 2.455 -4.226  -1.18
C33 4.091 3.296 -1.912  0.08
H47 -1.464 6.123 2.961  0.31
C34 -2.632 -4.684 -0.648  -0.82
H48 2.863 -5.548 -0.604  0.49
H49 4.731 2.739 -3.908  0.32
C35 -1.794 -5.938 -4.123  0.71
C36 2.722 2.694 -1.816  0.83
H50 -1.940 -4.770 0.188  0.03
C37 2.412 3.685 5.038  -1.29
H51 -7.000 4.321 3.100  0.47
H52 -2.451 -7.936 -4.588  0.37
C38 5.266 -1.913 -1.518  -0.70
C39 -0.757 -5.085 -4.467  -0.92
C40 4.179 -1.770 0.622  -0.51
H53 -4.758 0.971 1.016  0.59
C41 1.347 -4.568 0.567  1.06
H54 6.133 -2.166 -2.118  0.39
C42 4.710 0.713 4.265  -1.21
C43 -3.624 -0.030 -1.286  0.94
H55 3.200 3.214 5.630  0.38
C44 -2.866 4.960 4.139  -1.11
H56 5.602 4.104 -3.213  0.48
H57 1.598 -3.119 -3.260  -0.03
C45 0.647 1.791 -1.989  0.10
Te1 -0.153 -2.355 -0.990  0.35
C46 -4.982 -0.657 -1.282  -1.37
N3 0.748 -0.550 0.662  1.49
H58 -2.572 7.110 3.932  0.40
H59 2.049 5.594 4.081  0.27
H60 -3.145 6.312 2.461  0.28
C47 0.857 2.718 3.160  0.54
H61 -1.616 -7.117 -5.917  0.37
C48 1.118 -5.088 2.924  0.94
N4 0.879 1.895 -0.657  -0.02
C49 0.897 3.641 -4.674  -1.32
C50 2.180 2.317 -0.500  -0.26
H62 1.337 4.580 -4.333  0.31
H63 2.525 -6.021 1.608  0.37
H64 1.385 -5.152 -1.502  0.05
H65 2.968 5.718 5.592  0.42
C51 -3.695 1.154 0.932  -0.87
C52 -2.309 -6.976 -5.087  -1.57
N5 0.959 1.892 2.097  0.30
H66 -4.327 0.878 -4.456  0.24
H67 5.027 1.775 2.422  0.36
C53 2.821 5.121 4.689  -1.18
C54 0.834 -3.207 -4.034  -1.34
C55 -3.313 0.558 -4.701  -1.33
H68 -1.059 -1.426 2.214  -0.01
H69 -5.183 -1.051 -0.283  0.45
H70 -5.522 3.273 1.471  0.33
C56 -0.318 -3.415 1.898  1.33
C57 -3.025 0.613 -0.152  0.23
C58 -2.706 0.030 -2.303  1.22
C59 -0.297 3.356 3.548  -0.50
H71 1.511 3.706 5.654  0.46
C60 -5.273 3.179 2.532  -0.21
C61 2.891 2.200 0.647  -1.39

The calculation puts the relative energy (zero: lowest compared OMol25 entry of this formula, charge and spin) at 45.0 kJ/mol. Its net charge is -1. The electronic energy is -112525.0927 eV. Its spin multiplicity is 5.